Entry from OMol25: a molecular structure, C47H44B2F4N8O4Sb2SeTi (the ωB97M-V functional and the def2-TZVPD basis).

XYZ file:
```
113
Properties=species:S:1:pos:R:3:lowdin_charge:R:1
Ti 0.1660 -0.7856 -2.0834 1.080
C 1.8538 -4.1669 0.2331 0.038
C 1.0264 -3.2066 -0.5418 -0.216
N 1.4057 -2.0037 -0.8406 -0.027
O 2.5523 -1.5835 -0.2785 0.019
B 3.0233 -0.3115 -0.9502 -1.131
F 4.2358 0.0510 -0.5055 0.244
F 3.0201 -0.5839 -2.3275 0.149
O 1.9870 0.7566 -0.6314 -0.023
N 0.9688 0.7548 -1.5595 -0.195
C 1.0092 1.7804 -2.5911 -0.298
C 2.1774 2.7402 -2.3515 0.065
C -1.5250 1.6192 -3.0236 -0.163
N -1.4327 0.3804 -2.6992 -0.013
O -2.5270 -0.3570 -3.0357 0.080
B -2.2738 -1.7938 -3.3047 -1.047
F -3.2100 -2.2805 -4.1226 0.265
F -0.9154 -1.8317 -3.8976 0.063
O -2.1276 -2.6373 -2.0945 0.068
N -0.8901 -2.4995 -1.5643 -0.089
C -0.3199 -3.5268 -1.0350 -0.213
C -0.9360 -4.8704 -0.9139 0.044
C -2.7453 2.1310 -3.7052 0.061
H 2.8790 -3.8099 0.2792 0.101
H 1.8248 -5.1511 -0.2349 0.104
H 1.4740 -4.2789 1.2508 0.097
H 3.1056 2.1770 -2.2912 0.116
H 2.0274 3.2563 -1.4030 0.114
H 2.2714 3.4789 -3.1435 0.096
H -1.9610 -4.8413 -1.2710 0.098
H -0.9158 -5.2155 0.1208 0.106
H -0.3765 -5.5928 -1.5127 0.113
H -2.6731 3.1825 -3.9635 0.092
H -3.6154 1.9575 -3.0660 0.097
H -2.9256 1.5319 -4.6015 0.124
Se 1.0220 5.2116 -6.7439 1.330
N 1.5367 3.5386 -6.5690 -0.199
C 1.0598 3.0488 -5.4563 -0.292
C 1.3011 1.6316 -5.1823 -0.062
C 1.6766 0.8082 -6.2527 0.058
C 1.8295 -0.5476 -6.0651 0.028
C 1.4816 -1.0717 -4.8371 -0.037
N 1.1202 -0.2880 -3.8228 -0.005
C 1.1272 1.0447 -3.9352 -0.114
C -0.3955 2.5737 -2.5517 -0.232
N -0.7297 2.7562 -1.1502 0.189
C -1.1081 3.8993 -0.7146 -0.072
C -1.2601 5.0695 -1.5175 0.108
C -0.8373 5.0260 -2.8134 0.030
C -0.3294 3.8455 -3.3693 0.000
C 0.2754 3.9859 -4.6695 -0.294
N 0.1595 5.1832 -5.2422 -0.233
H 1.8388 1.2637 -7.2192 0.130
H 2.1619 -1.1967 -6.8614 0.134
H 1.4778 -2.1382 -4.6588 0.146
H -1.3122 3.9748 0.3490 0.125
H -1.6498 5.9809 -1.0840 0.144
H -0.8300 5.9148 -3.4272 0.128
C 0.6451 1.8984 2.6079 -0.376
C -0.8067 1.7490 3.0206 -0.370
C -1.7345 1.4304 1.8604 -0.323
Sb -1.2558 -0.2608 0.5571 1.536
C -1.8051 -1.6866 2.0915 -0.358
C -0.9610 -2.7018 2.5170 -0.180
C -1.3213 -3.5200 3.5788 -0.085
C -2.5240 -3.3155 4.2341 -0.055
C -3.3824 -2.3128 3.8029 -0.052
C -3.0316 -1.5115 2.7277 -0.124
C -3.2938 -0.2270 -0.1944 -0.373
C -3.9934 -1.4199 -0.3263 -0.134
C -5.2919 -1.4171 -0.8177 -0.044
C -5.9063 -0.2186 -1.1506 -0.060
C -5.2215 0.9768 -0.9943 -0.085
C -3.9113 0.9718 -0.5323 -0.154
Sb 1.4508 -0.0953 2.4578 1.533
C 1.1370 -0.7294 4.5271 -0.346
C 1.2866 -2.0596 4.8925 -0.157
C 1.2839 -2.4172 6.2345 -0.075
C 1.1388 -1.4454 7.2133 -0.074
C 1.0055 -0.1148 6.8496 -0.070
C 1.0050 0.2463 5.5078 -0.125
C 3.5384 0.1629 2.8600 -0.372
C 4.1307 1.4172 2.8624 -0.124
C 5.4671 1.5394 3.2171 -0.077
C 6.2058 0.4142 3.5498 -0.073
C 5.6076 -0.8384 3.5415 -0.071
C 4.2733 -0.9672 3.1897 -0.131
H 1.2318 2.4638 3.3323 0.055
H 0.7340 2.3733 1.6279 0.043
H -1.1556 2.6798 3.4804 0.119
H -0.9016 0.9731 3.7843 0.081
H -1.8194 2.2833 1.1977 0.004
H -2.7266 1.1919 2.2392 0.064
H -0.0091 -2.8492 2.0205 0.049
H -0.6589 -4.3105 3.9080 0.110
H -2.7958 -3.9309 5.0811 0.114
H -4.3270 -2.1505 4.3051 0.114
H -3.7221 -0.7524 2.3806 0.097
H -3.5401 -2.3562 -0.0301 0.103
H -5.8206 -2.3540 -0.9364 0.118
H -6.9223 -0.2155 -1.5220 0.113
H -5.7127 1.9157 -1.2223 0.108
H -3.3747 1.9099 -0.4280 0.079
H 1.4214 -2.8279 4.1385 0.083
H 1.4056 -3.4555 6.5167 0.108
H 1.1384 -1.7232 8.2587 0.109
H 0.9108 0.6512 7.6090 0.109
H 0.9173 1.2939 5.2479 0.089
H 3.5617 2.2943 2.5763 0.091
H 5.9327 2.5168 3.2239 0.107
H 7.2530 0.5109 3.8030 0.109
H 6.1835 -1.7170 3.8021 0.109
H 3.8073 -1.9465 3.1753 0.093
```

- calculated total energy (eV) = -183311.5025
- HOMO (alpha / beta) (eV) = -11.7 / -11.7
- E_LUMO (alpha / beta) (eV) = -9.03 / -9.04
- multiplicity = 1
- charge = +2
- gap between HOMO and LUMO (alpha / beta) (eV) = 2.626 / 2.625